A gas-phase ion, C9H17BN (charge +1), computed with ωB97M-V with the def2-TZVPD basis set.

As for the SMILES: CB1C=CC=C[C@@]1(C)[NH+](C)C. As for the charge: +1. The value obtained for the HOMO energy is -12.8215 eV. As for the LUMO energy: -4.31 eV. The HOMO-LUMO gap is 8.514 eV.

```
28
Properties=species:S:1:pos:R:3:forces:R:3
C 1.292902 1.966374 -1.171994 -3.5704 -1.7692 5.9324
B 1.236535 0.659280 -0.187148 0.7158 2.0326 -0.3083
C 2.106372 0.736248 1.085345 -0.9061 -1.0728 1.1651
C 1.927777 -0.193633 2.090252 -0.2228 1.5496 -3.6518
C 0.980278 -1.245499 1.838875 -0.6923 -2.5381 2.5525
C 0.146984 -1.433485 0.809050 -0.3863 -0.6015 1.4546
C 0.159309 -0.486461 -0.311294 -0.3623 -0.8327 -0.8079
C 0.366964 -1.329976 -1.586995 1.1829 -0.4169 -1.2144
N -1.240048 0.254173 -0.357252 2.8353 1.3154 -2.7551
C -2.260777 -0.512225 -0.960430 -0.7485 -1.4637 1.1428
C -1.620896 0.788971 0.899800 -1.3050 -0.1677 3.3374
H 2.217085 2.276160 -1.310365 4.3114 1.4913 -1.1528
H 0.805650 2.775917 -0.509282 0.9035 -0.8577 -0.2322
H 0.632947 2.041151 -1.915210 -1.9422 -0.1585 -3.8614
H 2.612382 1.646762 1.320812 0.8770 0.2920 -0.0562
H 2.466183 -0.187408 2.990751 0.4449 0.1613 1.1998
H 0.902711 -1.950255 2.733385 0.0103 0.6095 -1.5152
H -0.569143 -2.299398 0.838552 0.8200 0.9361 -0.1745
H -0.131254 -2.317349 -1.613767 -0.4191 0.7815 0.1266
H 1.420633 -1.680098 -1.745252 -0.4551 0.6552 0.8390
H 0.235349 -0.769689 -2.526304 -0.4741 -0.0878 0.2959
H -1.020833 0.975024 -1.083594 -0.2179 0.0104 1.1946
H -2.140517 -1.498446 -0.622483 -0.2420 -1.5056 0.9038
H -3.197516 -0.160057 -0.626544 -1.2082 0.4799 -0.3830
H -2.060144 -0.622409 -1.957153 -0.2568 0.3554 -2.7520
H -2.225543 0.008858 1.437685 0.6118 0.4789 -0.5465
H -0.736657 0.895692 1.531161 -0.1634 0.6059 -0.1230
H -2.306733 1.661780 0.909398 0.8595 -0.2830 -0.6101
```
Forces are in eV/Å.